This record from the OMol25 dataset describes C24H36Ge2N2OZn as an isolated structure. The level of theory is the ωB97M-V functional and the def2-TZVPD basis.

Positions of all 66 atoms, in Å:
N -2.854 1.593 3.401
H -1.780 0.982 -2.180
H -3.267 0.420 1.727
H 3.043 0.985 -2.841
C -1.725 -2.478 1.296
H -5.011 3.548 1.347
C -2.122 0.025 -2.587
C 0.303 -2.406 -1.261
C 2.172 0.037 1.503
C 1.491 -1.785 -1.279
C -1.606 1.203 3.646
H 4.025 0.081 2.618
C -1.650 3.354 -0.407
C -1.083 1.335 5.039
C -3.175 2.487 1.107
H 4.192 0.715 0.989
C -2.575 -0.924 -1.485
H -2.961 -1.852 -1.924
H -4.386 5.311 -0.292
Ge -1.126 -1.542 -0.317
C 2.875 1.769 -2.103
H -1.340 2.305 5.463
H 6.029 -3.451 -3.566
H 6.008 -1.410 -2.165
H -2.982 -3.875 0.166
H 1.384 2.395 -0.671
H -2.511 -4.454 1.754
C 1.545 1.562 -1.365
H -3.382 1.991 4.163
C -2.163 -3.892 0.887
H -1.336 -4.453 0.450
C -2.476 4.419 -0.706
H 1.836 0.991 1.923
H 3.724 1.781 -1.418
C 2.752 -3.408 -2.722
C -3.705 4.499 -0.075
H 0.722 1.555 -2.084
C 5.109 -3.115 -3.108
C -4.055 3.517 0.842
C 2.727 -2.259 -1.927
H -2.929 0.241 -3.286
H -4.587 1.411 2.294
C 5.098 -1.972 -2.325
H 3.940 -0.653 -1.132
C 3.932 -3.830 -3.306
H 3.938 -4.720 -3.920
H 1.850 -3.979 -2.897
H -0.914 -2.520 2.024
H 4.059 -1.028 1.254
O -0.894 0.704 2.743
H -1.295 -0.399 -3.160
C 3.701 -0.055 1.587
H -3.399 -0.513 -0.897
H -2.159 5.159 -1.425
H 0.159 -3.367 -1.746
H -1.532 0.563 5.666
C -3.514 1.414 2.115
H 1.712 -0.748 2.106
C 3.911 -1.552 -1.743
Ge 1.449 -0.095 -0.317
Zn -0.829 0.743 0.772
H 2.868 2.724 -2.626
H -0.690 3.248 -0.894
H -2.554 -1.941 1.762
N -1.980 2.404 0.481
H -0.006 1.207 5.033

Computed properties:
HOMO: -13.53 eV
Total charge: +2
Spin multiplicity: 1
Gap between HOMO and LUMO: 0.2650 hartree
Relative energy (zero: lowest compared OMol25 entry of this formula, charge and spin): 0.0 kcal/mol

Here are the Mulliken charges for atoms 1 to 8, given in e: atom 1 (N): 0.029, atom 2 (H): 0.043, atom 3 (H): -0.304, atom 4 (H): 0.380, atom 5 (C): -0.192, atom 6 (H): 0.475, atom 7 (C): -0.949, atom 8 (C): 0.272